{"formula": "C14H42BF4KO7", "method": "wB97M-V/def2-TZVPD", "homo_lumo_gap_ev": 8.8, "e_above_lowest_kcal_mol": 16.8, "energy_ev": -57409.4808, "symbols": ["K", "F", "F", "F", "F", "O", "O", "O", "O", "O", "O", "O", "C", "C", "C", "C", "C", "C", "C", "C", "C", "C", "C", "C", "C", "C", "B", "H", "H", "H", "H", "H", "H", "H", "H", "H", "H", "H", "H", "H", "H", "H", "H", "H", "H", "H", "H", "H", "H", "H", "H", "H", "H", "H", "H", "H", "H", "H", "H", "H", "H", "H", "H", "H", "H", "H", "H", "H", "H"], "xyz": [[-2.86710, -0.24815, -1.22047], [0.11966, 1.84009, 0.58073], [1.48703, 0.86076, -0.85831], [-0.15452, -0.34997, 0.11384], [-0.69420, 1.19629, -1.45719], [-1.60256, -2.19999, -2.95195], [-2.99437, -1.34368, 1.53706], [1.15022, 0.78435, 2.80122], [-4.52366, 2.20798, -0.27712], [-1.76580, -3.71660, 2.39377], [5.51863, -3.21311, -1.74821], [-0.27336, 3.82352, -2.66955], [-0.48027, -3.36897, 1.87977], [2.23130, 0.05385, 2.42092], [1.05143, 4.07553, -2.15866], [2.94804, -0.45874, 3.70531], [-4.10575, 3.47373, -0.68275], [-2.48090, -0.45284, 2.58855], [1.00432, 4.88059, -0.81056], [-2.96981, 3.89585, 0.25798], [4.18813, -3.34293, -1.46745], [3.72151, -1.98555, -0.86391], [-0.68823, -1.42679, -3.66328], [-0.43922, -3.68273, 0.37268], [0.72393, -1.74575, -3.10250], [-2.80635, 0.94552, 2.09399], [0.18409, 0.90257, -0.42008], [-2.81529, -2.23027, 1.85874], [-5.19847, 2.37195, 0.38570], [-1.37844, -3.10690, -3.17301], [2.63601, -1.88649, -0.86238], [-2.98712, -0.56956, 3.54679], [4.03345, -4.13737, -0.73736], [-0.76912, -1.65846, -4.72529], [-0.26594, -2.32840, 2.12345], [-3.29089, 4.20471, 1.25278], [-0.63629, -4.74517, 0.22955], [0.69607, 1.08319, 2.01000], [0.57490, -3.54412, -0.00211], [-0.99181, -0.38409, -3.57002], [4.06538, -1.09083, -1.38288], [3.64802, -1.26456, 3.48444], [-1.15113, -3.11758, -0.22890], [-2.43507, 4.73519, -0.18661], [-3.74349, 3.40819, -1.70871], [-0.52641, 3.04710, -2.16484], [1.46828, 3.08727, -1.96451], [-1.82175, -4.67251, 2.46241], [2.24870, -0.83797, 4.45045], [0.68794, -1.60252, -2.02255], [5.97695, -3.30381, -0.90957], [-3.88936, 1.06315, 2.05740], [-2.37501, 1.18402, 1.12179], [1.65631, 4.50520, -2.95715], [-1.42261, -0.60370, 2.80155], [-2.40865, 1.65328, 2.82134], [2.88174, 0.70809, 1.84042], [4.13463, -1.85777, 0.13665], [2.02920, 5.07751, -0.49600], [1.96997, -0.73256, 1.71286], [-2.16009, 3.17409, 0.36527], [0.41583, 5.79724, -0.84977], [3.61499, -3.66657, -2.33627], [1.04682, -2.77680, -3.24656], [0.54904, 4.23189, -0.06223], [0.28215, -3.99596, 2.34205], [3.60479, 0.25125, 4.20798], [-4.93833, 4.17322, -0.60783], [1.50193, -1.04741, -3.41091]], "forces_ev_per_a": [[0.14, -0.15, 0.45], [-0.77, 1.15, 0.59], [0.54, -0.11, -0.69], [-0.60, -0.50, -0.01], [-0.90, 0.37, -0.79], [-1.31, -0.57, 0.51], [0.44, 0.79, 1.04], [-1.87, 0.65, 1.09], [-1.11, -1.40, -0.14], [-0.12, 0.32, 0.43], [2.08, -0.56, -0.75], [0.42, 0.33, 0.17], [0.09, -0.70, -1.08], [2.04, -0.46, 0.42], [-0.62, 0.02, 0.79], [0.30, -0.33, -0.67], [1.46, 0.78, 0.83], [-0.68, 0.39, -1.12], [0.21, -0.92, -1.03], [0.62, 0.98, -0.72], [-1.73, 1.30, 1.15], [-0.57, -0.37, -0.26], [1.75, 0.04, -0.41], [0.40, 0.02, 0.42], [-0.40, 1.06, 0.40], [0.36, -0.15, 0.64], [1.36, -0.93, 0.45], [0.02, -0.64, -0.09], [-0.02, -0.49, 0.14], [-0.28, -0.25, 0.30], [-0.09, -0.10, 0.44], [-0.34, -0.49, -0.06], [-0.21, -0.13, 0.26], [0.15, -0.01, -0.21], [-0.20, -0.06, -0.16], [-0.23, -0.15, -0.03], [-0.20, -0.14, 0.06], [-0.16, 0.29, -0.05], [0.01, 0.33, -0.14], [0.37, 0.08, 0.27], [0.23, -0.36, -0.58], [-0.14, -0.30, -0.29], [0.10, 0.16, 0.16], [-0.14, 0.40, 0.03], [-0.09, 0.09, -0.03], [-0.46, -0.18, -0.14], [0.43, 0.10, 0.21], [-0.06, -0.01, -0.03], [-0.21, 0.05, -0.17], [-0.20, 0.01, 0.11], [0.31, 0.10, -0.12], [0.03, 0.03, -0.10], [0.04, -0.15, 0.18], [-0.18, 0.43, 0.14], [0.13, -0.01, -0.46], [0.00, 0.23, -0.10], [0.65, -0.03, -0.03], [-0.25, -0.24, 0.23], [-0.02, 0.21, 0.10], [-0.11, -0.58, 0.22], [-0.38, -0.43, -0.08], [0.17, 0.04, -0.31], [0.20, 0.39, -0.33], [-0.15, -0.03, -0.44], [0.02, 0.00, 0.05], [0.10, 0.11, 0.29], [-0.40, 0.57, -0.17], [0.05, 0.20, -0.33], [-0.03, -0.13, -0.43]]}